C16H15BN5O10 | the ωB97M-V functional and the def2-TZVPD basis

Summary:
Net charge: -1
Strongest force on any atom: 3.1 eV Å⁻¹
Kohn-Sham gap: 6.247 eV
Relative energy (zero: lowest compared OMol25 entry of this formula, charge and spin): 0.0 kJ/mol
E: -1669.452056 a.u.
HOMO energy: -4.731 eV
2S+1: 1

Each line ends with the Löwdin charge.
Element x y z (Å)
C 4.5540 -1.7710 0.7964  -0.044
C 3.7934 -0.5884 0.4226  -0.301
C 4.0283 0.4186 -0.5278  -0.022
C 2.7888 1.0657 -0.7502  -0.014
C 1.8408 0.4750 0.1117  -0.099
B 0.3304 1.2210 0.3023  -0.887
O -0.6091 0.5129 1.1672  0.011
C -1.7964 1.2773 1.3224  -0.121
C -1.7752 2.5006 0.3604  -0.443
C -3.0547 3.3130 0.3711  -0.047
C -1.4588 2.0088 -1.0779  -0.152
O -0.2184 1.3316 -1.0883  -0.013
C -0.5323 3.3498 0.7745  -0.156
O 0.6519 2.5746 0.8157  0.018
O 2.5009 -0.4455 0.9169  -0.014
H 5.5527 -1.5057 1.1815  0.081
H 4.0078 -2.3725 1.5369  0.066
H 4.7557 -2.4052 -0.0955  0.093
H 4.9887 0.6557 -0.9667  0.098
H 2.5849 1.8794 -1.4317  0.116
H -2.6801 0.6357 1.1361  0.128
H -1.8327 1.6671 2.3588  0.133
H -2.9670 4.1459 -0.3397  0.082
H -3.9175 2.6985 0.0723  0.086
H -3.2400 3.7670 1.3540  0.083
H -2.2606 1.3470 -1.4584  0.126
H -1.4053 2.8960 -1.7342  0.125
H -0.3815 4.1710 0.0470  0.128
H -0.6905 3.7829 1.7770  0.125
O -4.2865 -3.2518 -0.5891  0.058
N -3.2481 -2.9851 -0.0137  -0.165
C -2.0571 -2.3668 -0.3443  -0.041
C -1.2142 -2.4393 0.7750  -0.144
N -1.8507 -3.0502 1.8186  0.148
O -3.0964 -3.3461 1.3424  0.022
C 0.1650 -2.0528 0.6735  -0.046
N 1.0102 -2.3435 1.8543  -0.306
O 0.7279 -1.8045 2.9309  0.109
O 1.9683 -3.1134 1.6852  0.046
C 0.6700 -1.5042 -0.5373  0.097
C -0.2574 -1.3802 -1.5956  -0.080
N 0.0482 -1.2817 -2.9538  -0.159
O 1.0838 -1.0649 -3.5518  0.075
O -1.1449 -1.5230 -3.6579  0.028
N -2.1799 -1.8206 -2.7998  0.143
C -1.6171 -1.7694 -1.5531  -0.118
H 1.7206 -1.5090 -0.8378  0.149

---

C16H15BrCdS | the ωB97M-V functional and the def2-TZVPD basis

Summary:
Net charge: -2
Strongest force on any atom: 2.3 eV Å⁻¹
Kohn-Sham gap: 5.551 eV
E: -3758.600834 a.u.
HOMO energy: -0.480 eV
2S+1: 1

Each line ends with the Löwdin charge.
Element x y z (Å)
C -0.1683 2.2728 -1.1076  -0.345
C 1.2557 2.1655 -1.2190  -0.216
C 1.5515 1.0671 -2.0535  -0.177
H 1.9954 2.8527 -0.8090  0.076
C 0.3162 0.4974 -2.4945  -0.192
C -0.7442 1.2082 -1.8996  -0.270
H -1.7971 1.0996 -2.1282  0.067
H -0.6971 3.1562 -0.7653  0.063
H 2.5543 0.7173 -2.3400  0.087
H 0.2398 -0.3216 -3.2146  0.073
Cd -0.7399 0.8549 0.7459  1.034
Br -1.0589 0.8726 3.0670  -0.241
C -4.5803 -0.0892 2.4475  -0.249
C -5.1906 0.2004 1.1711  -0.238
C -5.1939 1.6216 1.0051  -0.243
H -5.6511 -0.5291 0.4894  0.039
C -4.5884 2.2006 2.1757  -0.241
C -4.2383 1.1416 3.0620  -0.337
H -3.8763 1.2644 4.0648  0.026
H -4.4617 -1.0825 2.8684  0.044
H -5.6560 2.1683 0.1745  0.036
H -4.4799 3.2657 2.3631  0.040
S 1.9358 -0.5792 1.3485  0.355
C 2.9383 -1.4280 0.2685  -0.817
C 4.3518 -1.2865 0.3636  -0.164
C 5.1907 -2.0930 -0.3996  -0.147
C 4.6507 -3.0615 -1.2657  -0.155
C 3.2498 -3.1695 -1.3941  -0.140
C 2.4032 -2.3748 -0.6450  -0.158
H 4.7579 -0.5529 1.0603  0.078
H 6.2736 -1.9920 -0.3184  0.079
H 5.3126 -3.7353 -1.8372  0.074
H 2.8263 -3.8778 -2.0852  0.076
H 1.3187 -2.4538 -0.6989  0.085

---

C16H15Cl2N2O3PdS5 | the ωB97M-V functional and the def2-TZVPD basis

Summary:
Net charge: +1
Strongest force on any atom: 1.2 eV Å⁻¹
Kohn-Sham gap: 5.552 eV
Relative energy (zero: lowest compared OMol25 entry of this formula, charge and spin): 51.2 kJ/mol
E: -3992.925706 a.u.
HOMO energy: -11.030 eV
2S+1: 1

Each line ends with the Löwdin charge.
Element x y z (Å)
Pd -1.0696 -0.9890 -0.5375  0.718
S -7.9518 -0.3702 -2.8893  0.747
C -6.4757 -0.4546 -2.2878  -1.453
S -6.0595 -0.1135 -0.6202  0.949
C -4.3526 -0.3800 -0.6802  -1.123
C -3.8529 -0.8139 -2.0892  -1.055
S -2.3020 -1.1597 -2.4772  0.811
S -5.0776 -0.9107 -3.2744  0.957
S -3.3756 -0.1835 0.5819  0.819
Cl 2.2743 -4.7690 4.6355  0.703
C 1.5762 -3.6226 3.5435  -0.659
C 1.9233 -2.2649 3.6720  -0.091
C 1.3920 -1.3268 2.8322  -0.568
Cl 1.8538 0.3333 2.9989  0.737
C 0.4717 -1.6775 1.8083  -0.351
O 0.0021 -0.7259 1.0681  -0.210
C 0.1466 -3.0530 1.6885  -0.119
C -0.7529 -3.5494 0.7035  -0.130
O -1.3834 -2.9162 -0.1679  -0.146
C 0.7105 -4.0145 2.5692  -0.049
H 2.6213 -1.9582 4.4392  0.117
H -0.9319 -4.6287 0.7008  0.149
H 0.4416 -5.0566 2.4572  0.122
C -0.8121 3.5281 -0.6770  -0.010
N 0.4764 2.8670 -0.8255  -0.066
C 1.6358 3.7280 -0.6133  -0.144
C 2.8756 3.1108 -1.2145  -0.141
C 2.9909 1.6904 -0.7110  -0.139
N 1.7713 0.9446 -1.0224  -0.058
C 1.9532 -0.4860 -1.2038  -0.026
C 0.5561 1.5275 -0.9768  -0.412
O -0.5484 0.9062 -1.1056  -0.167
H -0.8782 4.3509 -1.3894  0.098
H -0.9133 3.9318 0.3331  0.102
H -1.6164 2.8285 -0.8633  0.080
H 1.7697 3.8936 0.4613  0.136
H 1.4160 4.6951 -1.0657  0.128
H 3.7562 3.6868 -0.9337  0.126
H 2.8042 3.1098 -2.3038  0.129
H 3.1728 1.6625 0.3684  0.119
H 3.8146 1.1690 -1.1972  0.129
H 2.5433 -0.6976 -2.0961  0.105
H 0.9658 -0.9265 -1.3134  0.034
H 2.4388 -0.9156 -0.3255  0.101

---

C16H15Cl3GeMoN4O6S3 | the ωB97M-V functional and the def2-TZVPD basis

Summary:
Net charge: -1
Expectation value of S²: 3.768
Strongest force on any atom: 1.7 eV Å⁻¹
Kohn-Sham gap (alpha / beta): 6.809 / 6.586 eV
Relative energy (zero: lowest compared OMol25 entry of this formula, charge and spin): 17.3 kJ/mol
E: -6009.742015 a.u.
HOMO energy (alpha / beta): -5.574 / -6.403 eV
2S+1: 4

Each line ends with the Löwdin charge.
Element x y z (Å)
Mo -0.3906 0.1777 0.0645  1.343
S -0.1154 -1.9498 -1.2601  0.524
C 0.9757 -0.9469 -2.1752  -1.122
S 1.5557 0.4327 -1.2745  0.627
C 1.3301 -1.1853 -3.4642  -0.379
C 0.8184 -2.3219 -4.1836  -0.238
N 0.4056 -3.2258 -4.7667  0.154
C 2.2399 -0.3047 -4.1487  -0.237
N 2.9701 0.4023 -4.6911  0.152
N -2.4110 -0.5026 1.0624  -0.047
C -2.3358 -1.5319 2.1359  -0.198
C -1.3313 -1.1504 3.2270  -0.083
C 0.0598 -1.3286 2.6917  -0.601
O 0.8542 -2.1413 3.0785  0.030
O 0.3069 -0.5385 1.6512  -0.353
H -2.8484 0.3392 1.4204  0.097
H -2.9823 -0.8427 0.2960  0.097
H -2.0361 -2.4694 1.6695  0.125
H -3.3146 -1.6876 2.5840  0.113
H -1.4547 -1.7885 4.0960  0.125
H -1.4589 -0.1037 3.5151  0.117
C 5.5742 2.6476 -0.6432  -0.045
C 4.2412 2.7131 0.0578  -0.276
C 3.9767 1.9253 1.1694  -0.047
C 2.7321 1.9515 1.7873  -0.066
C 1.7471 2.7782 1.2774  -0.322
C 1.9921 3.5922 0.1725  -0.076
C 3.2353 3.5546 -0.4262  -0.051
S 0.1312 2.7554 1.9780  0.572
O 0.2002 1.9060 3.1390  -0.314
O -0.2912 4.1218 2.1536  -0.304
N -0.8158 2.0420 0.8640  -0.358
C -1.7242 2.8926 0.0717  -0.170
C -1.9645 2.2341 -1.2785  -0.583
O -2.4589 2.8106 -2.2056  0.099
O -1.5912 0.9472 -1.2908  -0.281
H 6.2548 1.9640 -0.1351  0.074
H 6.0425 3.6331 -0.6853  0.078
H 5.4474 2.2977 -1.6707  0.086
H 4.7387 1.2484 1.5435  0.101
H 2.5133 1.3134 2.6343  0.112
H 1.2112 4.2373 -0.2135  0.116
H 3.4253 4.1633 -1.3052  0.119
H -1.3512 3.9035 -0.0701  0.112
H -2.7022 2.9921 0.5503  0.121
Cl 3.9354 -1.9114 1.7314  0.065
Ge 2.2595 -2.6932 0.5356  -0.139
Cl 1.8311 -4.6815 1.3518  0.057
Cl 3.3214 -3.2046 -1.3334  0.073